1.
29
Properties=species:S:1:pos:R:3 method="wB97M-V/def2-TZVPD" smiles="CC(=O)c1nc([N+](=O)[O-])n(C[C@H](C)O)c1C" homo_ev=-9.63 e_above_lowest_kj_mol=398.2 gap_ev=8.67
O -2.74726 2.14201 2.14698
O 3.03590 -0.99880 0.11685
O 3.41070 0.64170 1.50569
O 1.69321 -0.55688 -2.36091
N 0.22459 -0.37578 0.19098
N 2.66534 -0.05211 0.83872
N 0.71357 1.18273 1.64943
C 1.27189 0.24426 0.90557
C -0.64431 1.26948 1.40431
C 0.50533 -1.26265 -2.11325
C -0.96644 0.27965 0.47760
C -1.51970 2.26936 2.13182
C 0.29116 -1.62200 -0.60971
C -2.24805 -0.02262 -0.20249
C 0.62824 -2.58658 -2.89453
C -0.89310 3.41664 2.89957
H -2.18218 0.06227 -1.25776
H -3.01579 0.68143 0.17585
H -0.53802 3.09347 3.87922
H -2.52967 -1.04783 0.03169
H -0.29932 -3.17644 -2.74206
H -0.33355 -0.65657 -2.48223
H 1.46782 -3.13975 -2.51107
H -1.62255 4.19915 3.07022
H 1.06529 -2.26190 -0.21822
H -0.62846 -2.19279 -0.45969
H 0.77189 -2.36356 -3.95413
H -0.04117 3.84381 2.36708
H 2.46462 -1.00969 -1.98553

2.
24
Properties=species:S:1:pos:R:3 method="wB97M-V/def2-TZVPD" homo_ev=-9.38 e_above_lowest_kj_mol=699.9 gap_ev=9.68
O 3.90754 0.31826 0.72770
N 1.62823 0.49582 0.03956
C 2.82195 -0.21723 0.32925
C 2.52053 -1.73185 -0.24860
C -2.29406 0.91591 -0.63403
C -2.20811 0.05940 1.65474
C -2.30317 1.12775 0.65635
C -2.11934 -0.21284 -1.21298
C -1.97328 -1.31741 -0.31685
C -1.75840 -1.21266 1.06987
C 1.59959 1.98169 -0.16672
H -1.69605 -2.18397 1.56871
H 0.86151 -0.16525 -0.91350
H -2.65140 1.62565 -1.44525
H 1.18902 2.21117 -1.06561
H 0.91484 2.91900 0.45456
H 3.43618 -2.01337 -0.80458
H -2.55026 2.14064 1.09024
H 1.61984 -1.92987 -1.10891
H -1.53482 -2.47278 -0.63037
H -2.51385 0.27074 2.72982
H 2.41142 -2.50077 0.77371
H -1.98480 -0.46328 -2.30933
H 2.67690 2.35525 -0.23778

3.
25
Properties=species:S:1:pos:R:3 method="wB97M-V/def2-TZVPD" smiles="Cc1ccc(O)cc1.CC(N)=O" homo_ev=-8.70 e_above_lowest_kj_mol=68.1 gap_ev=9.25
O -0.23570 4.13076 1.89517
O -0.29144 -3.63072 1.06231
N 1.20811 2.62991 2.72408
C 0.86601 -2.54161 -0.75582
C -0.24510 -2.70455 0.04637
C 0.82397 -1.47088 -1.69265
C 0.37964 3.09681 1.72810
C -0.28855 -0.68550 -1.86115
C -1.36700 -0.90190 -0.99937
C -0.25976 0.50947 -2.80056
C -1.41972 -1.95268 -0.11605
C 0.38843 2.43758 0.36221
H 1.76166 -3.13927 -0.76220
H -0.33868 3.01676 -0.18981
H 1.61750 1.73202 2.60642
H -2.24702 -0.26525 -1.02828
H 1.27516 3.23961 3.51617
H 0.60233 1.14266 -2.57660
H 0.05035 1.40021 0.37326
H 1.41128 2.50449 -0.00637
H -0.04359 0.07698 -3.77868
H -1.13400 1.14851 -2.75593
H 1.69480 -1.31872 -2.32220
H 0.46312 -3.66160 1.63184
H -2.32897 -2.34892 0.30509

4.
25
Properties=species:S:1:pos:R:3 method="wB97M-V/def2-TZVPD" smiles="Cc1ccc(O)cc1.CC(N)=O" homo_ev=-8.20 e_above_lowest_kj_mol=210.8 gap_ev=8.66
O -2.26761 -0.12180 -3.76076
O -1.33447 -0.47074 1.41680
N -2.62541 -1.47299 -2.03491
C 2.20513 -0.96229 1.81431
C -2.71187 -0.22034 -2.64444
C 4.05691 0.34127 0.94352
C 1.77833 1.20961 0.47711
C -3.54445 0.79141 -1.84384
C 2.62353 0.23292 1.01208
C 0.82202 -1.03138 2.02262
C 0.44385 0.97021 0.80926
C -0.04779 -0.14662 1.40398
H 1.93221 2.08916 -0.07805
H -2.05112 0.13579 1.11150
H -3.07060 1.76115 -2.09253
H 0.26122 -1.71248 2.74961
H 4.66262 0.57899 1.80952
H -3.68845 0.50050 -0.76160
H 3.03251 -1.53176 2.34209
H -4.51105 0.70452 -2.25203
H -2.81410 -1.66385 -1.04716
H 4.50857 1.03376 0.18517
H 4.72279 -0.59767 0.53295
H -2.13445 -2.18109 -2.58245
H -0.24831 1.76372 0.46724